C6H8N2O in the gas phase. Source: OMol25; level of theory: the ωB97M-V functional and the def2-TZVPD basis.

Geometry as XYZ:
```
17
Properties=species:S:1:pos:R:3:forces:R:3:mulliken_charge:R:1
C 0.1341 -0.2932 2.4081 5.0 1.3 -1.4 -1.1463
O 0.3456 0.8790 1.5580 0.4 -0.9 1.3 -0.4276
C 0.0905 0.8963 0.2320 0.3 -6.7 0.8 0.5508
N -0.2687 2.0047 -0.2338 -0.1 4.0 0.8 -0.5370
C -0.5456 2.0952 -1.4639 -0.5 -5.5 -3.2 -0.4034
C -0.5993 0.8934 -2.3652 -0.9 6.3 0.1 -0.0449
N -0.1935 -0.1946 -1.9395 1.0 -4.8 3.8 -0.5029
C 0.0527 -0.3095 -0.5611 2.3 1.0 -0.6 0.6798
C 0.7060 -1.6342 -0.1112 -8.4 -2.6 -3.5 -1.3481
H 0.8877 -1.1404 2.4313 0.1 1.8 0.1 0.3105
H -0.1539 0.0434 3.3248 0.3 1.4 2.8 0.4060
H -0.6427 -0.8155 2.1946 -5.5 -3.0 -2.6 0.5715
H -1.0845 2.8473 -1.8023 -1.7 4.3 -1.5 0.4301
H -0.9894 0.9985 -3.3929 0.5 0.0 0.4 0.3800
H -0.2050 -2.4248 0.4481 3.0 2.5 -1.4 0.1995
H 0.8998 -2.1925 -1.0619 -0.3 0.5 0.6 0.3778
H 1.5663 -1.6529 0.3347 4.6 0.5 3.3 0.5042
```
Positions in Å, forces in eV/Å.

## Properties
Orbital gap (eV): 9.1
ΔE to the lowest compared entry with this formula, charge and spin (kcal per mole): 88.3
E_LUMO (eV): 0.52
SMILES string: COc1nccnc1C
Total charge: 0